Molecular formula: C27H20N7O4RuS2
Method: DFT, wB97M-V/def2-TZVPD

Summary:
* HOMO-LUMO gap (alpha / beta): 7.574 / 5.902 eV
* 2S+1: 6
* molecular weight: 671.7 g/mol
* maximum force: 0.3 eV Å⁻¹
* energy relative to the best compared isomer or geometry (same formula, charge and spin): 0.00 kcal/mol
* HOMO (alpha / beta): -7.646 / -8.083 eV

Structure (XYZ):
```
61
C27H20N7O4RuS2 | the Open Molecules 2025 dataset | wB97M-V/def2-TZVPD
Ru 0.22 -1.14 0.34
O -1.15 -4.90 2.26
C -0.97 -3.90 1.58
N -0.10 -2.86 1.83
C 0.49 -2.73 3.04
C 0.14 -3.45 4.22
C 0.78 -3.20 5.40
C 1.80 -2.22 5.48
C 2.18 -1.51 4.39
C 1.55 -1.72 3.13
N 1.81 -1.03 2.01
C 2.93 -0.23 1.92
O 3.93 -0.29 2.60
C 2.87 0.80 0.82
C 3.91 1.70 0.69
C 3.83 2.68 -0.28
C 2.70 2.71 -1.09
C 1.72 1.76 -0.91
N 1.79 0.82 0.03
C -1.73 -3.79 0.29
C -2.80 -4.64 0.09
C -3.51 -4.55 -1.09
C -3.11 -3.61 -2.04
C -2.02 -2.81 -1.75
N -1.35 -2.88 -0.60
H -0.63 -4.19 4.17
H 0.49 -3.75 6.28
H 2.28 -2.03 6.43
H 2.96 -0.78 4.46
H 4.75 1.62 1.36
H 4.62 3.40 -0.41
H 2.58 3.46 -1.87
H 0.83 1.76 -1.53
H -3.05 -5.36 0.86
H -4.37 -5.18 -1.28
H -3.62 -3.50 -2.98
H -1.68 -2.08 -2.47
N -0.67 6.65 -1.46
C -1.05 5.32 -1.38
C -1.73 4.71 -2.43
C -2.16 3.40 -2.33
C -1.90 2.67 -1.18
C -1.23 3.28 -0.12
C -0.80 4.58 -0.22
S -2.40 0.99 -1.03
O -3.17 0.68 -2.21
O -2.98 0.82 0.27
N -1.03 0.15 -1.02
C -0.39 -0.19 -2.17
S -0.67 0.27 -3.82
C 0.69 -0.70 -4.29
C 1.24 -1.29 -3.21
N 0.63 -1.01 -2.01
H -0.60 7.06 -2.37
H 0.04 6.96 -0.82
H -1.94 5.28 -3.33
H -2.69 2.93 -3.14
H -1.04 2.71 0.79
H -0.29 5.05 0.62
H 0.98 -0.79 -5.32
H 2.09 -1.96 -3.22
```

Mulliken population analysis, charges in e, atoms 1 to 8: number 1, Ru, carries 0.51; number 2, O, carries -0.69; number 3, C, carries 0.10; number 4, N, carries -0.04; number 5, C, carries 0.33; number 6, C, carries -0.53; number 7, C, carries -0.59; number 8, C, carries -0.63